[1]
C21H27N3O6S in the gas phase in a non-equilibrium geometry, computed with the ωB97M-V functional and the def2-TZVPD basis.

Each line ends with the Mulliken charge.
CARTESIAN COORDINATES (ANGSTROEM)
C (2.9348, 2.7295, -1.3693)  -1.15
H (3.3899, 2.4204, -2.3091)  0.25
O (1.9948, 1.7235, -1.0598)  -0.03
C (1.1832, 1.8835, 0.0069)  0.27
C (1.3703, 2.8542, 0.9859)  -0.62
C (0.5748, 2.8886, 2.1142)  -1.04
C (-0.4176, 1.9314, 2.2584)  -0.73
C (-0.6559, 0.9833, 1.2666)  -0.52
C (0.1179, 0.9535, 0.1181)  1.17
N (-0.1051, 0.0641, -0.9241)  0.32
S (-0.0180, 0.6398, -2.5190)  1.48
O (-0.2032, 2.0604, -2.5256)  -0.69
O (-0.9497, -0.1414, -3.2840)  -0.76
C (1.6038, 0.2001, -3.1498)  0.34
C (2.0014, 0.8073, -4.3245)  -0.32
C (3.2134, 0.4510, -4.8950)  -0.66
C (4.0066, -0.5079, -4.2850)  -0.44
C (3.5948, -1.1082, -3.1054)  -0.98
C (2.3831, -0.7561, -2.5320)  -0.25
H (2.0573, -1.1949, -1.6034)  0.45
H (4.2177, -1.8509, -2.6303)  0.44
H (4.9503, -0.7868, -4.7294)  0.41
H (3.5362, 0.9192, -5.8125)  0.40
H (1.3600, 1.5510, -4.7702)  0.46
C (-0.8687, -1.1449, -0.7050)  -1.18
H (-1.1798, -1.4928, -1.6895)  0.45
H (-1.7655, -0.9345, -0.1181)  0.15
C (-0.0465, -2.2470, 0.0013)  0.60
O (0.7666, -1.7263, 1.0195)  -0.65
H (0.1731, -1.4862, 1.7453)  0.36
C (-1.0157, -3.3062, 0.5675)  -1.82
N (-1.7552, -2.7286, 1.6823)  0.89
C (-1.3672, -3.2735, 2.9762)  -1.09
C (-1.9744, -2.4392, 4.1001)  -0.35
C (-3.4941, -2.4456, 3.9876)  -0.90
C (-3.8757, -1.9359, 2.6031)  -0.47
C (-3.2005, -2.7845, 1.5289)  -1.12
H (-3.4634, -2.4070, 0.5373)  0.50
H (-3.5673, -3.8247, 1.6044)  0.40
H (-4.9571, -1.9698, 2.4624)  0.35
H (-3.5472, -0.9000, 2.5121)  0.16
H (-3.9299, -1.8065, 4.7554)  0.44
H (-3.8741, -3.4609, 4.1284)  0.34
H (-1.6558, -2.8423, 5.0626)  0.35
H (-1.6255, -1.4087, 4.0229)  0.08
H (-0.2769, -3.2637, 3.0506)  0.55
H (-1.7048, -4.3217, 3.0792)  0.37
H (-0.4340, -4.1771, 0.8909)  0.40
H (-1.6890, -3.6296, -0.2304)  0.51
H (0.6369, -2.7170, -0.7144)  0.72
H (-1.4607, 0.2842, 1.4275)  0.64
N (-1.2182, 1.9071, 3.4427)  1.02
O (-1.0776, 2.8047, 4.2481)  -0.66
O (-1.9914, 0.9772, 3.5841)  -0.60
H (0.7260, 3.6255, 2.8866)  0.50
H (2.1607, 3.5791, 0.8834)  0.47
H (3.7082, 2.8029, -0.5986)  0.34
H (2.4443, 3.6965, -1.5034)  0.44

Properties
HOMO-LUMO gap = 8.1870 eV
SMILES string = COc1ccc([N+](=O)[O-])cc1N(C[C@@H](O)CN1CCCCC1)S(=O)(=O)c1ccccc1
highest occupied orbital energy = -8.54 eV
LUMO energy = -0.35 eV
energy above the lowest of the compared OMol25 structures with the same formula, charge and spin = 477.4 kJ/mol
F_max = 1.478 eV/A



[2]
7 unconnected molecules or ions with the total composition C27H55ClN2O19P in a non-equilibrium geometry, computed with the ωB97M-V functional and the def2-TZVPD basis.

Each line ends with the Mulliken charge.
CARTESIAN COORDINATES (ANGSTROEM)
C (-0.2778, 5.4943, 1.7614)  -2.00
C (-0.1058, 4.6596, 0.4907)  2.15
C (-0.0356, 5.6204, -0.7007)  -1.83
C (1.2046, 3.8288, 0.5711)  -2.09
C (1.0039, 2.3190, 0.7591)  1.12
Cl (0.8083, 1.4148, -0.7695)  0.53
P (2.5578, 1.6354, 1.4601)  0.70
N (3.8779, 1.8632, 0.6523)  -0.78
C (-0.1651, 2.0685, 1.7079)  -2.48
C (-1.5195, 2.6558, 1.2329)  1.98
C (-2.3280, 3.1304, 2.4473)  -2.00
C (-2.3502, 1.5729, 0.5450)  -1.89
N (-1.2799, 3.7689, 0.2619)  0.08
O (-1.4642, 3.4681, -0.9680)  -0.21
H (-0.1688, 4.9098, 2.6726)  0.37
H (0.4883, 6.2690, 1.7722)  0.51
H (-1.2512, 5.9863, 1.7593)  0.40
H (-1.0191, 6.0336, -0.9171)  0.43
H (0.6308, 6.4446, -0.4404)  0.46
H (0.3638, 5.1304, -1.5842)  0.25
H (1.8535, 4.0356, -0.2777)  0.57
H (1.7571, 4.1705, 1.4549)  0.28
H (2.2524, 0.2667, 1.5975)  -0.05
H (2.6355, 2.1645, 2.7667)  0.07
H (3.7325, 2.3847, -0.2035)  0.26
H (0.1124, 2.5247, 2.6653)  0.54
H (-0.2894, 0.9990, 1.8861)  0.54
H (-1.7610, 3.7613, 3.1260)  0.41
H (-2.6308, 2.2478, 3.0133)  0.43
H (-3.2351, 3.6383, 2.1215)  0.40
H (-1.8462, 1.1566, -0.3207)  0.01
H (-3.3415, 1.9378, 0.2817)  0.59
H (-2.4884, 0.7691, 1.2719)  0.45
C (4.7907, -1.4010, 0.9290)  -0.53
O (5.5540, -2.5289, 1.3819)  -0.34
C (4.8427, -3.6462, 1.5028)  0.80
O (3.6401, -3.7256, 1.4511)  -0.56
O (5.6787, -4.6612, 1.7080)  -0.37
C (5.0406, -5.9313, 1.8847)  -0.64
H (5.4631, -0.5512, 0.9077)  0.32
H (4.4148, -1.5883, -0.0759)  0.27
H (3.9580, -1.2028, 1.5984)  0.17
H (4.4724, -6.2047, 0.9977)  0.35
H (4.3898, -5.9144, 2.7563)  0.29
H (5.8432, -6.6446, 2.0440)  0.21
C (-1.9731, -0.7330, -2.9771)  -0.06
O (-1.3638, -1.9901, -2.6237)  -0.42
C (-0.2091, -1.8588, -1.9910)  0.66
O (0.3250, -0.8080, -1.7260)  -0.58
O (0.2544, -3.0654, -1.6745)  -0.41
C (1.5003, -3.0517, -0.9620)  -0.57
H (-2.8920, -0.9878, -3.4828)  0.20
H (-2.1833, -0.1518, -2.0886)  -0.01
H (-1.3194, -0.1700, -3.6435)  0.23
H (1.4044, -2.4993, -0.0298)  0.27
H (2.2836, -2.6060, -1.5732)  0.29
H (1.7390, -4.0873, -0.7455)  0.23
C (-7.8166, 1.5304, 2.8042)  -0.66
O (-6.5711, 0.9115, 2.4656)  -0.25
C (-6.6928, -0.3040, 1.9306)  0.73
O (-7.7277, -0.8827, 1.7264)  -0.55
O (-5.4734, -0.7637, 1.6611)  -0.23
C (-5.4462, -2.0692, 1.0734)  -0.66
H (-7.5593, 2.4987, 3.2223)  0.21
H (-8.4344, 1.6572, 1.9174)  0.30
H (-8.3526, 0.9345, 3.5403)  0.30
H (-5.9794, -2.0721, 0.1248)  0.31
H (-5.8883, -2.8009, 1.7467)  0.32
H (-4.3970, -2.2955, 0.9104)  0.19
C (0.0604, 1.9181, -8.8221)  -0.68
O (-0.3184, 2.1998, -7.4713)  -0.29
C (0.7033, 2.2502, -6.6157)  0.67
O (1.8617, 2.0831, -6.8926)  -0.56
O (0.2181, 2.5170, -5.4048)  -0.09
C (1.2078, 2.5948, -4.3705)  -0.46
H (-0.8644, 1.9096, -9.3906)  0.21
H (0.7270, 2.6902, -9.2016)  0.30
H (0.5505, 0.9486, -8.8880)  0.30
H (1.9204, 3.3909, -4.5792)  0.42
H (1.7315, 1.6463, -4.2683)  0.35
H (0.6619, 2.8115, -3.4559)  -0.19
C (4.9054, -8.7556, 7.2161)  -0.64
O (5.2065, -7.8721, 6.1308)  -0.29
C (6.1947, -7.0134, 6.3829)  0.73
O (6.8168, -6.9369, 7.4096)  -0.55
O (6.3730, -6.2560, 5.3024)  -0.19
C (7.4124, -5.2775, 5.4249)  -0.65
H (4.0931, -9.3847, 6.8658)  0.21
H (5.7719, -9.3651, 7.4648)  0.30
H (4.5921, -8.1916, 8.0925)  0.29
H (8.3711, -5.7596, 5.6050)  0.32
H (7.1909, -4.5851, 6.2346)  0.31
H (7.4299, -4.7504, 4.4755)  0.17
C (-6.3025, 0.0944, -3.8963)  -0.61
O (-5.6571, 1.2557, -4.4258)  -0.39
C (-4.4903, 1.5483, -3.8485)  0.69
O (-3.9745, 0.9204, -2.9563)  -0.40
O (-3.9958, 2.6346, -4.4215)  -0.39
C (-2.7358, 3.0713, -3.8788)  0.03
H (-7.2249, -0.0117, -4.4586)  0.25
H (-5.6791, -0.7878, -4.0319)  0.27
H (-6.5225, 0.2264, -2.8382)  0.25
H (-1.9807, 2.2979, -4.0011)  -0.12
H (-2.8330, 3.3224, -2.8244)  0.16
H (-2.4578, 3.9506, -4.4508)  0.27

Properties
HOMO-LUMO gap (alpha / beta) = 8.9063 / 9.1836 eV
highest occupied orbital energy (alpha / beta) = -8.45 / -8.83 eV
LUMO energy (alpha / beta) = 0.45 / 0.36 eV
multiplicity = 2
F_max = 1.257 eV/A



[3]
A molecular structure, C33H44N4P2W in a non-equilibrium geometry, computed with the ωB97M-V functional and the def2-TZVPD basis.

Each line ends with the Mulliken charge.
CARTESIAN COORDINATES (ANGSTROEM)
W (0.2155, 0.7524, 1.9480)  1.24
C (-2.0453, 1.8146, -5.4700)  -0.21
C (-2.1477, 0.5323, -5.1172)  -0.22
C (-1.3823, -0.5905, -5.7569)  -1.13
C (0.0910, -0.2695, -6.1326)  -0.83
C (0.8465, 0.5799, -5.1460)  -0.31
C (0.9236, 1.9112, -5.2008)  -0.41
C (0.2362, 2.7490, -6.2553)  -0.76
C (-1.2181, 2.3285, -6.6110)  -0.95
C (1.8220, 1.6150, 3.0674)  -1.44
H (-2.6071, 2.5871, -4.9351)  0.35
H (-2.8596, 0.2196, -4.3472)  0.83
H (-1.8940, -0.9285, -6.6779)  0.27
H (-1.3902, -1.4464, -5.0618)  0.32
H (0.6084, -1.2373, -6.2035)  0.44
H (0.1085, 0.1769, -7.1343)  0.34
H (1.3831, 0.0200, -4.3727)  0.50
H (1.5425, 2.4791, -4.4954)  0.44
H (0.8120, 2.7393, -7.2002)  0.27
H (0.2221, 3.7943, -5.9048)  0.39
H (-1.7152, 3.2324, -6.9952)  0.42
H (-1.1865, 1.6050, -7.4361)  0.34
H (1.1892, 2.2746, 3.6962)  0.49
H (2.5398, 2.2386, 2.5147)  0.51
H (2.2997, 0.8502, 3.6983)  0.27
P (1.7076, -0.1953, 0.5458)  -0.11
P (-1.3617, -0.5046, 0.7885)  -0.23
N (2.8786, 0.9157, -0.3107)  0.62
N (2.7899, -1.5530, 1.1242)  0.72
N (-2.2498, 0.6429, -0.2395)  0.39
N (-2.8142, -1.3398, 1.2965)  0.48
C (0.8259, -1.0463, -0.8313)  -1.28
C (-0.5030, -1.6415, -0.3459)  -0.92
C (2.7939, 2.3061, -0.2601)  -0.43
C (3.8317, 2.8564, -1.0079)  -0.73
C (4.5578, 1.7605, -1.5800)  -0.71
C (3.9400, 0.5796, -1.1477)  -0.43
C (3.8003, -1.4243, 2.0793)  -0.68
C (4.5106, -2.6216, 2.1380)  -0.60
C (3.8668, -3.5443, 1.2503)  -0.74
C (2.7967, -2.8720, 0.6738)  -0.26
C (-2.2797, 1.9900, 0.1099)  -0.42
C (-2.7320, 2.7032, -0.9947)  -1.26
C (-2.9740, 1.7674, -2.0451)  -0.52
C (-2.6458, 0.5063, -1.5594)  -0.30
C (-3.8086, -1.8909, 0.4702)  -0.16
C (-4.5152, -2.8368, 1.2042)  -0.70
C (-3.9367, -2.8719, 2.5173)  -0.71
C (-2.9119, -1.9449, 2.5454)  0.19
H (1.4612, -1.8463, -1.2295)  0.82
H (0.7011, -0.2961, -1.6316)  0.31
H (-1.1763, -1.8987, -1.1747)  0.73
H (-0.3501, -2.5600, 0.2500)  0.39
H (1.9940, 2.7830, 0.2876)  0.42
H (4.0488, 3.9133, -1.1208)  0.46
H (5.4226, 1.8231, -2.2258)  0.48
H (4.1415, -0.4603, -1.3795)  0.49
H (3.8942, -0.5065, 2.6464)  0.42
H (5.4002, -2.8181, 2.7237)  0.47
H (4.1515, -4.5670, 1.0415)  0.46
H (2.0209, -3.2450, 0.0122)  0.37
H (-1.9976, 2.2860, 1.1136)  0.81
H (-2.8656, 3.7744, -1.0351)  0.48
H (-3.3216, 1.9849, -3.0423)  0.68
H (-2.6650, -0.4694, -2.0275)  0.48
H (-3.9513, -1.5393, -0.5361)  0.39
H (-5.3224, -3.4582, 0.8443)  0.46
H (-4.2252, -3.4981, 3.3484)  0.45
H (-2.2415, -1.6292, 3.3237)  -0.37
C (0.2919, 0.7215, 6.3703)  -1.48
C (-0.5137, -0.5524, 6.1371)  1.86
C (0.2054, -1.7739, 6.7007)  -1.60
C (-1.8923, -0.4613, 6.7928)  -1.58
C (-0.6906, -0.7155, 4.6819)  0.18
C (-0.3710, -0.2969, 3.5196)  -0.36
H (0.4834, 0.8556, 7.4391)  0.45
H (-0.2528, 1.6008, 6.0077)  0.33
H (1.2579, 0.6871, 5.8539)  0.28
H (0.3970, -1.6286, 7.7692)  0.41
H (-0.4284, -2.6567, 6.5822)  0.43
H (1.1566, -1.9642, 6.1964)  0.37
H (-2.4977, 0.3372, 6.3523)  0.37
H (-2.4216, -1.4070, 6.6437)  0.41
H (-1.8049, -0.2870, 7.8727)  0.41

Properties
HOMO-LUMO gap (alpha / beta) = 3.2998 / 4.0834 eV
highest occupied orbital energy (alpha / beta) = -13.12 / -13.13 eV
charge = +2
LUMO energy (alpha / beta) = -9.82 / -9.05 eV
energy above the lowest of the compared OMol25 structures with the same formula, charge and spin = 46.6 kJ/mol
multiplicity = 3
F_max = 7.240 eV/A



[4]
2 unconnected molecules or ions with the total composition C2HNO3, computed with the ωB97M-V functional and the def2-TZVPD basis.

Each line ends with the Mulliken charge.
CARTESIAN COORDINATES (ANGSTROEM)
O (-1.9902, 0.0082, 1.8852)  -0.38
C (-1.6715, 0.2724, 0.7971)  0.82
O (-1.3877, 0.5484, -0.3015)  -0.44
C (1.4414, -0.0354, -1.1559)  -0.17
N (1.1268, -0.3646, -0.0967)  0.36
O (0.8107, -0.7292, 1.0093)  -0.59
H (1.6704, 0.3002, -2.1374)  0.40

Properties
HOMO-LUMO gap = 11.0717 eV
SMILES string = C#[N+][O-].O=C=O
highest occupied orbital energy = -10.38 eV
LUMO energy = 0.69 eV
energy above the lowest of the compared OMol25 structures with the same formula, charge and spin = 191.7 kJ/mol
F_max = 0.866 eV/A